ORCA calculation (ωB97M-V with the def2-TZVPD basis set) on a structure of composition C32H34As2BF6N3O3RuS2.

Last column: Löwdin charge in e.
Cartesian coordinates (Å):
1 Ru -0.67658 -0.27280 -1.09476  0.651
2 S -1.43333 1.52575 0.31934  0.540
3 C -1.26299 2.54447 -1.07404  -1.137
4 S -0.56366 1.67785 -2.38841  0.574
5 C -1.66505 3.87294 -1.12409  -0.405
6 C -2.28069 4.50840 -0.01051  -0.285
7 N -2.79502 5.04928 0.87034  0.110
8 C -1.52769 4.65043 -2.30716  -0.282
9 N -1.41902 5.30251 -3.25358  0.112
10 C 1.26583 -3.55176 0.13653  -0.184
11 As -0.38180 -3.12944 1.00320  1.027
12 C -1.49577 -4.69022 0.79309  -0.197
13 C -0.19654 -2.92956 2.89685  -0.201
14 O -1.18474 -1.80070 0.40269  -0.605
15 H 1.68075 -4.45108 0.59133  0.050
16 H 1.95772 -2.72952 0.28139  0.010
17 H 1.06104 -3.69621 -0.92230  0.037
18 H -0.97379 -5.57017 1.16939  0.037
19 H -1.70903 -4.80216 -0.26612  0.002
20 H -2.42192 -4.54336 1.34703  0.037
21 H 0.19075 -3.84303 3.34484  0.041
22 H -1.19098 -2.69833 3.27806  0.039
23 H 0.48338 -2.11057 3.10871  0.012
24 N -2.68548 -0.45916 -1.48867  -0.041
25 H -3.12284 0.42554 -1.23610  0.026
26 H -3.02347 -1.17983 -0.85338  0.068
27 H -2.91794 -0.68646 -2.44954  0.058
28 C 0.47133 -1.43252 -2.49846  -0.101
29 C 1.66439 -1.41832 -2.93449  -0.017
30 C 2.89323 -1.44710 -3.45785  -0.172
31 C 3.88738 -2.41018 -2.91317  -0.193
32 C 4.53876 -3.31470 -3.75830  -0.059
33 C 5.42168 -4.25616 -3.25480  -0.110
34 C 5.67357 -4.31939 -1.88898  -0.114
35 C 5.04134 -3.42548 -1.03677  -0.079
36 C 4.16509 -2.47600 -1.54805  -0.029
37 C 3.22847 -0.58413 -4.60670  -0.169
38 C 4.55138 -0.39013 -5.02116  -0.050
39 C 4.85654 0.43843 -6.09197  -0.113
40 C 3.85327 1.10623 -6.77811  -0.129
41 C 2.53504 0.93458 -6.36894  -0.098
42 C 2.22714 0.10368 -5.30725  -0.026
43 H 4.33289 -3.27814 -4.82194  0.113
44 H 5.90791 -4.95134 -3.93039  0.088
45 H 6.36102 -5.05709 -1.49239  0.088
46 H 5.22772 -3.44751 0.02888  0.084
47 H 3.69633 -1.76523 -0.87738  0.114
48 H 5.35260 -0.88462 -4.48718  0.104
49 H 5.89304 0.57097 -6.38191  0.089
50 H 4.09229 1.75966 -7.60837  0.084
51 H 1.73594 1.46077 -6.87754  0.096
52 H 1.19691 -0.01108 -4.99254  0.107
53 F 2.46875 -1.57792 2.09352  -0.274
54 As 3.62138 -2.06721 3.31888  0.710
55 F 4.77701 -2.42658 2.07336  -0.259
56 F 4.22083 -0.45185 3.43320  -0.251
57 F 4.74019 -2.60236 4.53215  -0.267
58 F 2.43475 -1.72904 4.54859  -0.267
59 F 2.98683 -3.69545 3.18519  -0.280
60 C -6.31189 -6.26516 -4.47354  -0.080
61 C -5.13232 -6.24143 -3.50136  -0.564
62 C -4.28255 -7.49518 -3.75268  -0.053
63 C -5.69353 -6.29131 -2.07320  -0.053
64 C -4.26279 -4.99460 -3.67004  -0.186
65 C -4.51595 -4.02872 -4.63439  -0.045
66 C -3.70443 -2.89454 -4.78858  0.014
67 C -2.63219 -2.75859 -3.94478  -0.227
68 O -1.71434 -1.76255 -3.88446  0.129
69 B -0.81725 -2.10099 -2.80770  -0.666
70 O -1.26564 -3.36143 -2.25936  0.117
71 C -2.36521 -3.71691 -2.96524  -0.197
72 C -3.15603 -4.82984 -2.81647  0.047
73 H -6.90745 -7.16447 -4.30002  0.079
74 H -5.97569 -6.28101 -5.51194  0.082
75 H -6.96223 -5.39945 -4.33563  0.084
76 H -4.88899 -8.39741 -3.63273  0.079
77 H -3.44554 -7.55535 -3.05636  0.076
78 H -3.87402 -7.48421 -4.76491  0.089
79 H -6.31487 -7.18124 -1.93955  0.079
80 H -6.30421 -5.40953 -1.87001  0.090
81 H -4.89639 -6.32264 -1.32994  0.074
82 H -5.36113 -4.13715 -5.29938  0.091
83 H -3.91306 -2.15115 -5.54660  0.117
84 H -2.91699 -5.56357 -2.05721  0.107

Output
max |F|: 0.21 eV Å⁻¹
LUMO energy: 3.28 eV
charge: -2
energy: -207269.074 eV
gap between HOMO and LUMO: 0.203 Eh
HOMO: -2.2 eV



ORCA calculation (ωB97M-V with the def2-TZVPD basis set) on the molecule C4H6O2.

Last column: natural (NBO) charge in e.
Cartesian coordinates (Å):
1 O -0.87077 1.06656 -1.47228  -0.651
2 C -0.77893 1.38634 -0.20062  0.280
3 C -0.41572 0.23573 0.71680  -0.416
4 C -0.27322 -1.16342 0.12119  -0.086
5 O 0.98217 -0.79291 -0.48909  -0.532
6 C 1.05367 0.41482 0.29255  -0.053
7 H -0.72861 0.11787 -1.68196  0.463
8 H 1.08522 1.37736 -0.27596  0.202
9 H -0.75186 0.36491 1.74689  0.232
10 H -0.15478 -1.96762 0.85764  0.194
11 H -1.02682 -1.48401 -0.61743  0.166
12 H 1.87966 0.44437 1.00228  0.201

Output
max |F|: 1.01 eV Å⁻¹
LUMO energy: 0.80 eV
energy: -8335.768 eV
gap between HOMO and LUMO: 0.350 Eh
HOMO: -8.7 eV



ORCA calculation (ωB97M-V with the def2-TZVPD basis set) on a structure of composition C16H10MgN2O4S.

Last column: natural (NBO) charge in e.
Cartesian coordinates (Å):
1 Mg -0.09198 0.13385 0.18138  1.732
2 O 1.77172 -0.86442 -3.44774  -0.647
3 C 1.43976 -0.43785 -2.23844  0.787
4 O 0.49606 0.29976 -2.01880  -0.633
5 C 2.29612 -0.92970 -1.12769  0.060
6 C 3.36965 -1.79602 -1.18760  -0.194
7 C 3.95161 -2.16768 0.02614  -0.160
8 C 3.44459 -1.69385 1.22617  -0.181
9 C 2.34866 -0.83611 1.18630  0.133
10 N 1.83376 -0.47048 0.02863  -0.540
11 C 1.54796 -0.28174 2.38935  0.748
12 O 2.00724 -0.44590 3.50601  -0.631
13 O 0.46947 0.29019 2.01323  -0.867
14 H 1.13980 -0.51569 -4.09114  0.511
15 H 3.73356 -2.17388 -2.13206  0.240
16 H 4.79535 -2.84521 0.02622  0.228
17 H 3.85807 -1.98107 2.18256  0.254
18 S -4.13586 -1.64091 -0.05832  0.369
19 C -3.15568 -3.03950 -0.04257  -0.403
20 C -1.82435 -2.73760 -0.00376  -0.287
21 C -1.53540 -1.34459 0.01712  -0.521
22 C -2.70667 -0.62590 -0.00761  -0.336
23 C -2.78270 0.82427 -0.00473  0.230
24 C -3.98547 1.54286 -0.01288  -0.247
25 C -3.95228 2.92064 -0.00024  -0.135
26 C -2.72746 3.58117 0.01645  -0.287
27 C -1.58244 2.81273 0.01967  0.074
28 N -1.60296 1.47958 0.00820  -0.604
29 H -3.61418 -4.01726 -0.06187  0.230
30 H -1.06676 -3.51113 0.02254  0.207
31 H -4.92224 1.00330 -0.02724  0.227
32 H -4.87593 3.48507 0.00124  0.220
33 H -2.66517 4.65937 0.03193  0.225
34 H -0.59934 3.26949 0.03237  0.199

Output
max |F|: 1.04 eV Å⁻¹
LUMO energy: -0.80 eV
energy: -44207.806 eV
gap between HOMO and LUMO: 0.260 Eh
HOMO: -7.9 eV



ORCA calculation (ωB97M-V with the def2-TZVPD basis set) on a structure of composition C23H28Cl2N4O2PdSSe3.

Last column: natural (NBO) charge in e.
Cartesian coordinates (Å):
1 Pd -0.01001 -0.69128 1.33375  0.680
2 C 0.95899 1.73854 3.93415  -0.787
3 Se 1.28914 -0.05110 3.27986  0.547
4 C 2.94132 0.21541 2.29636  -0.590
5 C 3.40008 -1.16380 1.85690  -0.583
6 Se 1.98514 -2.15314 0.89266  0.511
7 C 1.79477 -3.64034 2.11973  -0.791
8 H 0.80827 2.40478 3.09337  0.272
9 H 1.82702 2.02133 4.52583  0.226
10 H 0.07917 1.67971 4.56954  0.242
11 H 3.67358 0.70234 2.94215  0.231
12 H 2.69167 0.86462 1.45868  0.275
13 H 3.69385 -1.78046 2.70511  0.227
14 H 4.24144 -1.09029 1.17010  0.245
15 H 2.75030 -4.15346 2.19877  0.224
16 H 1.05809 -4.29421 1.65778  0.254
17 H 1.44093 -3.29000 3.08567  0.238
18 S -1.71463 -1.87090 3.16157  -0.390
19 C -2.85005 -2.39354 2.00688  0.356
20 N -2.85270 -3.64246 1.53774  -0.587
21 C -3.72016 -4.12364 0.46914  -0.223
22 C -4.15222 -2.95853 -0.40421  -0.426
23 C -4.70765 -1.84543 0.46705  -0.215
24 N -3.76681 -1.54126 1.53710  -0.588
25 H -2.09401 -4.22105 1.85685  0.423
26 H -4.59125 -4.62880 0.89745  0.188
27 H -3.15158 -4.84482 -0.11609  0.235
28 H -4.91174 -3.29002 -1.11193  0.223
29 H -3.29541 -2.58956 -0.96822  0.236
30 H -5.67357 -2.13528 0.89196  0.188
31 H -4.85717 -0.93786 -0.11645  0.219
32 H -3.64285 -0.58896 1.83925  0.429
33 Se -0.30378 -4.18534 -1.33501  -0.201
34 C -0.70064 -2.56996 -0.71991  0.107
35 N -0.98725 -1.51754 -0.28371  -0.626
36 Cl 0.94974 -0.11413 -2.05990  0.044
37 C 2.38774 0.85416 -2.07903  -0.061
38 C 3.59358 0.18910 -2.24328  -0.231
39 C 4.79503 0.86445 -2.12229  -0.229
40 C 4.78559 2.21817 -1.82417  -0.260
41 C 3.57899 2.87694 -1.69918  0.046
42 Cl 3.60124 4.57669 -1.32342  -0.011
43 C 2.33616 2.23529 -1.84863  0.087
44 N 1.18028 2.97596 -1.69223  -0.611
45 C -0.07503 2.73525 -2.26581  0.180
46 C -0.18512 2.42373 -3.61757  -0.228
47 C -1.42476 2.18166 -4.18225  -0.199
48 C -2.57191 2.27969 -3.40542  -0.238
49 C -2.45793 2.62204 -2.06644  -0.177
50 C -1.22119 2.85150 -1.47703  -0.051
51 C -1.11323 3.19116 -0.01319  -0.519
52 C -0.37850 2.06550 0.71037  0.802
53 O 0.83140 2.17647 0.94383  -0.758
54 O -1.10810 1.05214 0.97604  -0.743
55 H 3.56989 -0.87408 -2.43711  0.231
56 H 5.73180 0.33925 -2.24701  0.219
57 H 5.70481 2.77393 -1.70263  0.227
58 H 1.19114 3.55722 -0.86942  0.422
59 H 0.71648 2.36044 -4.21482  0.217
60 H -1.49510 1.92465 -5.23112  0.212
61 H -3.54622 2.09607 -3.83846  0.210
62 H -3.34779 2.70035 -1.45244  0.205
63 H -2.11401 3.30993 0.39999  0.231
64 H -0.56523 4.12277 0.15276  0.214

Output
max |F|: 0.61 eV Å⁻¹
LUMO energy (alpha / beta): -0.86 / -0.86 eV
energy: -269761.527 eV
gap between HOMO and LUMO (alpha / beta): 0.243 / 0.243 Eh
HOMO (alpha / beta): -7.5 / -7.5 eV